(1)
ORCA calculation (ωB97M-V/def2-TZVPD) on 9 unconnected molecules or ions with the total composition C43H112N8O14.

For the HOMO energy, the calculation gives -0.3038 Ha. For the LUMO energy, the calculation gives 0.472 eV. Its SMILES is COC[C@H](C)N.COC[C@H](C)N.COC[C@H](C)N.COCCNCCOC.COCCNCCOC.COCCNCCOC.COCCNCCOC.COCCNCCOC.CO. The value obtained for the relative energy (zero: lowest compared OMol25 entry of this formula, charge and spin) is 0.000 eV. The total energy is -86983.793 eV.

Each line ends with the Mulliken charge.
Cartesian coordinates (Å):
C -28.14335 -29.00036 -13.45736  -0.7562
O -28.40822 -29.89851 -12.41125  -0.3611
C -27.42413 -29.76933 -11.38294  -1.6998
C -27.63472 -28.59432 -10.43341  0.6352
N -28.82453 -28.57036 -9.58404  1.0238
C -28.92984 -29.68728 -8.65591  -0.3476
C -27.76593 -29.83793 -7.66952  -0.1851
O -27.77248 -31.08318 -7.00772  -0.4677
C -27.29155 -32.16324 -7.76171  -0.5024
H -27.26881 -29.34696 -14.02012  0.3781
H -28.03278 -27.92890 -13.25590  0.1822
H -28.99171 -29.01768 -14.15131  0.4134
H -26.46903 -29.56840 -11.88190  0.4486
H -27.33615 -30.69419 -10.81554  0.3463
H -27.59910 -27.61920 -10.92647  -0.8816
H -26.75186 -28.61879 -9.78718  0.6277
H -29.69372 -28.54370 -10.13248  0.1612
H -29.15609 -30.66271 -9.10979  -0.1077
H -29.83101 -29.53650 -8.05004  0.5558
H -27.83525 -29.04292 -6.92677  -0.0789
H -26.78570 -29.74308 -8.15120  0.3506
H -27.20028 -32.98222 -7.05317  0.2971
H -26.29991 -32.03071 -8.21862  0.2917
H -27.91991 -32.41104 -8.62351  0.0615
C -31.64508 -23.58379 -9.41038  -0.2265
O -30.44334 -23.11567 -9.96647  -0.3537
C -29.64336 -24.10528 -10.57621  2.1428
C -29.12720 -25.20393 -9.66994  0.2901
N -28.06688 -24.70472 -8.79998  0.0771
C -27.58160 -25.67621 -7.82587  -0.6840
C -28.61780 -26.16955 -6.84002  -0.9250
O -29.34236 -25.10559 -6.28707  -0.3995
C -30.19051 -25.51596 -5.23733  -0.7837
H -32.17877 -22.74082 -8.97384  0.3831
H -31.48822 -24.29973 -8.59830  0.1195
H -32.28352 -24.04494 -10.17142  -0.1890
H -28.82678 -23.60413 -11.09823  -1.3084
H -30.24152 -24.57960 -11.37091  -0.5682
H -28.69895 -25.97219 -10.32296  -1.7322
H -29.93208 -25.76187 -9.17577  0.4059
H -28.48015 -23.91919 -8.30166  0.6255
H -26.71609 -25.25658 -7.30473  0.7749
H -27.13424 -26.49055 -8.40436  -0.1208
H -28.04841 -26.70992 -6.06622  0.7512
H -29.29238 -26.91399 -7.28050  0.2607
H -30.68723 -24.67436 -4.75695  0.2680
H -29.55514 -26.02356 -4.50735  0.3567
H -31.01443 -26.14328 -5.59312  0.2751
C -30.87620 -32.73102 -9.82544  -0.8875
O -30.93620 -31.83859 -10.91461  -0.2817
C -32.15909 -31.10187 -10.86653  -0.8480
C -32.10820 -29.94649 -11.85036  -0.5882
N -31.12775 -28.89571 -11.55589  -0.1355
C -31.41424 -27.77957 -12.45964  1.2565
C -32.72583 -27.04926 -12.16607  -1.0469
O -32.75223 -26.01372 -13.12029  0.1609
C -33.63735 -24.96686 -12.85794  -0.4945
H -31.75141 -33.38670 -9.75731  0.3325
H -30.84777 -32.19396 -8.87111  0.3679
H -29.99300 -33.35792 -9.91516  0.2395
H -32.25380 -30.70396 -9.84922  0.3349
H -32.96911 -31.79387 -11.11424  0.4644
H -33.13517 -29.59244 -11.94968  0.5093
H -31.89746 -30.37646 -12.84008  0.1051
H -30.25849 -29.38024 -11.77514  -0.0582
H -31.37199 -28.09628 -13.51164  -0.0204
H -30.58889 -27.06606 -12.39458  -0.9580
H -32.72857 -26.64475 -11.14304  0.4591
H -33.64362 -27.64376 -12.24594  0.5896
H -34.64517 -25.29879 -12.57675  0.3827
H -33.78012 -24.29576 -13.70478  0.0750
H -33.29328 -24.34256 -12.02329  -0.1760
C -25.56817 -26.35441 -10.81893  -1.1693
O -26.01870 -26.55872 -12.12878  -0.2419
C -26.29270 -25.42162 -12.94854  1.0407
C -26.52729 -25.85926 -14.36578  -0.4219
N -25.51881 -26.82981 -14.77409  -0.3388
C -25.89870 -27.62244 -15.91781  -0.2904
C -24.89446 -28.74718 -16.09982  -0.5891
O -25.24991 -29.54492 -17.19919  -0.3674
C -24.53634 -30.75770 -17.29865  -0.7321
H -24.74652 -25.63599 -10.75723  0.3895
H -25.24184 -27.30758 -10.40439  0.3255
H -26.38800 -26.00162 -10.18186  0.4152
H -25.38258 -24.81708 -12.87857  0.4134
H -27.17493 -24.92515 -12.53509  -0.8571
H -26.41314 -24.99390 -15.02350  0.3691
H -27.52418 -26.29102 -14.52418  -0.1613
H -25.21716 -27.35820 -13.96657  0.3869
H -25.98960 -27.02126 -16.82512  0.2896
H -26.89599 -28.07988 -15.79986  0.0329
H -24.77491 -29.36974 -15.20305  0.3676
H -23.91741 -28.28746 -16.30983  0.4324
H -24.99460 -31.45540 -16.58900  0.2698
H -23.48636 -30.58299 -17.06015  0.3166
H -24.61511 -31.27769 -18.25099  0.2584
C -26.96914 -23.34796 -19.71332  -0.6961
O -27.87946 -22.63174 -18.89183  -0.3334
C -27.35494 -22.37132 -17.60087  -0.0072
C -28.40977 -21.61298 -16.82538  -0.6453
N -29.63843 -22.37798 -16.66365  -0.2950
C -30.68158 -21.55885 -16.08133  -0.8580
C -32.00332 -22.30046 -15.94289  0.3879
O -32.56765 -22.37848 -17.24438  -0.4386
C -33.89098 -22.85539 -17.18085  -0.5583
H -26.08897 -22.74207 -19.93350  0.2862
H -27.53069 -23.56236 -20.62243  0.2444
H -26.74670 -24.31483 -19.25207  0.2437
H -26.41992 -21.80807 -17.67592  0.4687
H -27.13087 -23.31920 -17.09422  -0.2430
H -28.62221 -20.69092 -17.38848  0.5528
H -27.97213 -21.25569 -15.88938  0.0985
H -29.94309 -22.63675 -17.59893  0.3426
H -30.89443 -20.63449 -16.63431  0.5783
H -30.44251 -21.24640 -15.06013  0.0479
H -32.64990 -21.73259 -15.26496  0.3729
H -31.82470 -23.30074 -15.53550  -0.3614
H -34.50702 -22.18797 -16.56937  0.3471
H -33.95064 -23.84402 -16.70403  0.0700
H -34.33660 -23.01494 -18.16016  0.2870
C -29.92596 -24.72440 -14.00320  0.8345
O -28.82614 -24.02798 -14.49165  0.3055
H -29.55199 -25.33835 -13.17801  -0.7565
H -30.65133 -24.08565 -13.47196  -0.8161
H -30.56068 -25.32631 -14.66028  0.5013
H -29.04322 -23.49336 -15.29015  -0.1207
C -32.72477 -26.89471 -16.41265  -0.5665
C -32.61962 -28.20897 -17.20796  0.5185
C -33.93714 -29.01858 -17.09022  -0.9832
O -34.23296 -29.42681 -15.77884  -0.3823
C -33.40452 -30.43120 -15.25038  -0.3650
N -32.39227 -27.87282 -18.61868  -0.7653
H -33.69312 -26.40817 -16.52176  0.2497
H -31.95805 -26.18319 -16.73588  0.3183
H -32.50226 -27.07969 -15.36177  -0.2710
H -31.73204 -28.73767 -16.84245  0.2147
H -33.67783 -29.92206 -17.66453  0.4179
H -34.72452 -28.45044 -17.57330  0.3624
H -33.73958 -30.59957 -14.23102  0.2059
H -32.39278 -30.01668 -15.12175  0.0419
H -33.27924 -31.30215 -15.89904  0.3734
H -32.26128 -28.73273 -19.14541  0.2844
H -31.52776 -27.35116 -18.69758  0.2695
C -24.40174 -21.53123 -9.42387  -1.6380
C -25.78859 -22.14456 -9.61544  0.3223
C -26.19171 -22.44077 -11.03716  1.3617
O -26.32219 -21.25604 -11.80888  -0.4782
C -26.96485 -21.47444 -13.04554  0.0813
N -25.89654 -23.35640 -8.80494  -0.5645
H -24.23796 -20.63563 -10.02117  0.3268
H -23.64852 -22.29304 -9.62322  0.3288
H -24.28616 -21.21515 -8.38467  0.4501
H -26.59126 -21.46605 -9.28481  0.2447
H -27.11056 -23.03153 -11.11690  -0.9550
H -25.39299 -23.00196 -11.54385  -0.0535
H -27.13682 -20.49302 -13.48639  0.4345
H -27.92493 -21.98258 -12.91845  -0.4784
H -26.29847 -22.04346 -13.70338  0.2505
H -26.77473 -23.84324 -8.95448  0.5127
H -25.81276 -23.12579 -7.82512  0.3099
C -33.02605 -18.12034 -11.58476  -1.5501
C -33.60676 -19.41284 -12.12056  0.4831
C -32.63230 -20.60526 -12.12494  -0.1870
O -31.54488 -20.41106 -12.98288  -0.4490
C -30.52241 -21.33170 -12.70272  -0.9710
N -34.89206 -19.70944 -11.47754  -0.7352
H -32.25589 -17.70709 -12.23554  0.3317
H -32.62880 -18.25949 -10.57618  0.3586
H -33.80025 -17.35122 -11.54209  0.4572
H -33.87808 -19.27635 -13.17595  0.2335
H -33.23965 -21.48493 -12.38690  -0.1437
H -32.26289 -20.76522 -11.10055  0.2546
H -29.71994 -21.29541 -13.43500  -0.1806
H -30.82894 -22.38660 -12.66654  0.7565
H -30.12653 -21.18052 -11.69337  0.8164
H -34.87404 -19.41050 -10.50434  0.2984
H -34.96255 -20.72605 -11.41502  0.2627


(2)
ORCA calculation (ωB97M-V/def2-TZVPD) on a molecular structure, C43H114BeN9O12.

For the HOMO energy, the calculation gives -0.3721 Ha. For the LUMO energy, the calculation gives -4.226 eV. The value obtained for the relative energy (zero: lowest compared OMol25 entry of this formula, charge and spin) is 0.000 eV. As for the charge: +1. The total energy is -84804.687 eV.

Each line ends with the Mulliken charge.
Cartesian coordinates (Å):
Be -0.38372 -3.40697 2.37567  0.9331
C -0.35971 -0.05409 -0.79413  -0.2677
C 0.14306 -0.00245 0.71033  1.4351
C -0.79255 0.92131 1.46852  -0.3041
O 0.34891 -1.28545 1.26446  0.3785
H -0.47091 0.90639 -1.29733  0.3766
H -1.35401 -0.49138 -0.70332  -0.6995
H 0.18470 -0.78202 -1.39566  -0.1119
H 1.08277 0.53329 0.57607  -0.4075
H -0.42248 0.93080 2.49374  -0.8758
H -1.79356 0.53227 1.65481  -0.2291
H -0.96208 1.91259 1.04815  0.4598
C -3.81360 -2.49664 1.58006  -0.2165
O -2.59293 -3.06802 1.19584  0.1311
C -2.69116 -3.60961 -0.13829  -0.7762
C -1.28690 -3.76748 -0.77463  0.3618
N -0.47784 -4.57921 0.12713  -0.1838
C 0.93903 -4.62015 -0.39916  0.1321
C 1.83626 -5.35473 0.62503  -0.8555
O 1.94771 -4.50966 1.81815  0.2127
C 2.63341 -5.17687 2.86033  -0.9010
H -4.04685 -1.61261 0.98660  -0.2084
H -3.74773 -2.13476 2.60612  -0.3720
H -4.67120 -3.14606 1.40434  0.5661
H -3.40691 -3.05825 -0.74805  0.0900
H -3.20396 -4.57115 -0.11409  0.4486
H -0.90471 -2.77439 -1.01086  -0.6992
H -1.33325 -4.25822 -1.74681  0.6195
H -0.87633 -5.49025 0.30413  0.2717
H 1.26185 -3.58792 -0.53482  -0.4796
H 0.95792 -4.98051 -1.42769  0.5436
H 2.82465 -5.56472 0.21628  0.2213
H 1.39063 -6.33870 0.77097  0.5036
H 2.51443 -4.79706 3.87507  0.1638
H 3.68603 -5.10390 2.58689  0.2285
H 2.25605 -6.19792 2.91656  0.3818
C 3.25296 3.00070 -2.16683  -0.3937
O 2.63354 4.13537 -2.75580  -0.3631
C 3.09726 4.43248 -4.03597  -0.5932
C 2.73896 3.25207 -5.03452  -0.8759
N 1.33465 2.80506 -4.87009  0.1147
C 0.34239 3.86262 -5.07616  -0.7291
C -0.96301 3.40199 -4.51591  -1.0471
O -1.13165 3.12745 -3.09820  0.5754
C -0.94090 4.25184 -2.24665  -0.9375
H 2.72296 2.09778 -2.47008  0.0454
H 3.32057 3.08327 -1.08207  0.1203
H 4.28855 2.88705 -2.48737  0.4180
H 4.16448 4.63160 -4.13333  0.3926
H 2.65001 5.36703 -4.37461  0.4264
H 3.33320 2.39140 -4.72755  0.3411
H 3.04026 3.48672 -6.05543  0.4548
H 1.19333 2.43179 -3.94229  -0.2135
H 0.36669 4.05945 -6.14796  0.4871
H 0.59430 4.85734 -4.70849  0.3844
H -1.21841 2.45898 -4.99923  0.0747
H -1.76418 4.10679 -4.73836  0.5853
H -1.66842 5.02699 -2.48739  0.3942
H 0.00640 4.78723 -2.31060  0.1992
H -1.02644 3.98506 -1.19327  0.1323
C 1.27316 -0.93310 6.08031  -1.2729
C 0.49286 -2.06555 5.34765  0.2526
C -0.89635 -1.52554 4.71896  -0.3946
O -1.75033 -2.55652 4.15205  0.2947
C -2.54510 -3.28806 5.12058  -1.1515
N 1.33390 -2.66206 4.30570  0.1608
H 0.77537 -0.72772 7.02800  0.4178
H 1.10226 -0.01203 5.52306  0.1290
H 2.34651 -1.09597 6.17793  0.3972
H 0.35459 -2.85910 6.08199  0.5389
H -0.80478 -0.74571 3.96294  -0.5106
H -1.54080 -1.11590 5.49676  0.6105
H -2.00894 -3.98599 5.76363  0.2925
H -3.28816 -3.83631 4.54146  0.3178
H -3.28066 -2.70047 5.66995  0.3677
H 2.10785 -3.03111 4.83944  0.4451
H 1.83425 -1.85268 3.96708  -0.3552
C 4.72037 -2.00599 1.95906  -1.4122
C 4.29407 -0.55676 2.22046  -0.3396
C 4.44840 0.26354 0.83761  0.2490
O 5.85043 0.10747 0.33624  -0.4352
C 6.12177 0.81139 -0.82801  -0.6960
N 3.00294 -0.50902 2.81640  0.0280
H 4.89389 -2.55926 2.88203  0.5271
H 5.62656 -2.08113 1.35800  0.5336
H 3.93461 -2.57559 1.46284  -0.1203
H 5.04552 -0.06560 2.83868  0.5203
H 4.18480 1.30980 0.99240  0.3656
H 3.66885 -0.11261 0.17510  -0.1942
H 5.97931 1.88712 -0.72509  0.3219
H 5.43085 0.45247 -1.59085  0.1044
H 7.08415 0.53743 -1.26027  0.3928
H 2.23059 -0.71910 2.20040  -0.2675
H 2.85714 0.47074 3.01368  0.1778
C 5.75793 -4.98764 -0.85242  -1.2568
C 6.26659 -3.91805 -1.81205  0.3096
C 5.31149 -2.70114 -1.79678  -0.0462
O 4.02941 -3.07637 -2.26535  -0.4941
C 2.96544 -2.18767 -1.98030  -0.1555
N 7.66129 -3.63976 -1.47056  -0.7403
H 5.68780 -4.62397 0.17272  0.2521
H 6.37659 -5.85736 -1.07368  0.4647
H 4.74555 -5.29688 -1.11238  0.1728
H 6.28396 -4.35685 -2.80968  0.3316
H 5.64237 -1.91228 -2.47230  0.4149
H 5.24421 -2.11912 -0.87764  -0.3011
H 3.28867 -1.14749 -2.02086  0.2848
H 2.83964 -2.23949 -0.89883  -0.2755
H 2.02537 -2.24036 -2.52947  0.4823
H 8.07637 -3.06138 -2.18699  0.2457
H 8.23760 -4.46721 -1.52808  0.2651
C 0.78328 4.26866 3.04505  -1.8679
C 2.00238 3.39464 2.88343  1.4429
C 3.29795 4.20644 3.06108  -1.1854
O 3.32438 5.23720 2.13329  -0.2568
C 4.17019 6.35754 2.47979  -0.8721
N 1.84255 2.32505 3.83218  -0.4631
H 0.82795 4.99337 2.23209  0.4121
H 0.77572 4.78658 4.00411  0.3878
H -0.14592 3.70473 2.96333  0.4501
H 1.97695 2.99470 1.86976  -0.1978
H 4.12966 3.50191 3.05919  0.4183
H 3.43790 4.47372 4.10850  0.4550
H 3.89142 6.96058 3.34393  0.3276
H 4.17056 7.07091 1.65566  0.2499
H 5.19876 6.00521 2.55727  0.3436
H 1.74700 2.73286 4.75123  0.3482
H 0.94317 1.87592 3.73465  -0.1733
C -2.87027 -2.54215 -4.70969  -1.8057
C -2.85658 -1.38886 -3.74888  2.5210
C -2.48353 -0.05095 -4.41300  -0.2188
O -1.24590 -0.01313 -5.09753  -0.5258
C -0.07330 -0.15498 -4.26964  0.2269
N -4.25085 -1.33719 -3.27175  -0.8263
H -3.42006 -2.18305 -5.57967  0.3989
H -3.33657 -3.46399 -4.36204  0.4245
H -1.87140 -2.78382 -5.07296  0.3263
H -2.23661 -1.67311 -2.89863  -1.4613
H -2.39509 0.79521 -3.73163  -0.0284
H -3.30437 0.33677 -5.01632  0.2374
H 0.09474 -1.18364 -3.95072  0.3285
H -0.10185 0.53454 -3.42592  -0.6568
H 0.84172 0.12732 -4.79035  0.4179
H -4.28778 -2.09552 -2.60567  0.2863
H -4.49816 -0.45536 -2.84592  0.4635
C -6.57163 2.97372 -4.53390  -1.6859
C -5.92446 1.76179 -3.95498  0.8811
C -4.93809 2.12568 -2.86811  -0.5301
O -4.46489 1.05879 -2.11144  0.1352
C -3.62094 1.48038 -1.04488  0.0713
N -7.01742 0.89382 -3.51189  -0.7793
H -7.16707 3.49885 -3.78705  0.4140
H -7.22917 2.71634 -5.36426  0.4217
H -5.84807 3.69671 -4.91055  0.3315
H -5.45603 1.15987 -4.73369  0.0295
H -5.27085 2.95542 -2.24448  0.5247
H -4.05373 2.46012 -3.41046  -0.1809
H -3.15496 0.73105 -0.40499  -0.4458
H -4.19886 2.01371 -0.29012  0.3765
H -2.77912 2.05379 -1.43302  -0.1610
H -6.65991 0.06233 -3.06365  0.1995
H -7.64433 0.54333 -4.22199  0.2793
C -4.30853 0.65437 4.80728  -1.1668
C -4.64051 1.78163 3.80086  1.2793
C -5.87667 1.62024 2.93840  -0.8546
O -5.77362 0.37368 2.28489  -0.1121
C -6.66293 0.19021 1.20838  -0.9732
N -4.68255 2.99266 4.49490  -0.7853
H -5.11413 0.59283 5.53893  0.3851
H -3.43772 0.90773 5.41193  0.3935
H -4.15501 -0.31066 4.32431  -0.0083
H -3.77176 1.95633 3.16616  -0.3677
H -5.84911 2.45356 2.23631  0.3678
H -6.77347 1.71667 3.55041  0.3357
H -7.69981 0.19643 1.54446  0.3887
H -6.52503 -0.84209 0.88675  0.2056
H -6.46990 0.77613 0.30974  0.3760
H -4.84358 3.76556 3.86497  0.2862
H -5.59683 2.95924 4.92276  0.3275